<1>
A single C2H4N6 molecule, computed with wB97M-V/def2-TZVPD.

Orbital gap = 9.289 eV
E_LUMO = 0.40 eV
HOMO level = -8.889 eV

Each line ends with the Mulliken charge.
Geometry (Å):
N 2.018 -0.841 0.122  -0.217
N 2.097 0.461 -0.163  -0.377
C 0.981 1.101 -0.057  0.043
N -0.260 0.423 0.143  0.843
N -1.479 1.038 0.067  -0.906
C -2.433 0.145 -0.010  0.168
N -1.806 -1.072 -0.120  -0.577
N -0.548 -0.832 -0.099  -0.273
H 1.124 -1.380 0.181  0.312
H 2.858 -1.493 0.074  0.220
H 1.033 2.160 -0.197  0.423
H -3.585 0.292 0.057  0.342

<2>
A single C2H4N6 molecule, computed with wB97M-V/def2-TZVPD.

Orbital gap = 8.480 eV
E_LUMO = -0.46 eV
HOMO level = -8.945 eV

Each line ends with the Mulliken charge.
Geometry (Å):
H 3.376 -1.072 -0.073  0.273
N 2.992 -0.060 -0.042  -0.576
C 1.654 -0.116 -0.039  0.385
N 1.011 1.149 -0.023  -0.478
C -0.316 1.059 -0.002  0.228
N -0.858 -0.107 -0.140  0.288
N -2.354 -0.403 0.002  -0.643
N -0.198 -1.394 -0.155  -0.261
N 0.988 -1.300 0.114  -0.184
H -0.888 1.973 0.048  0.378
H -2.543 -0.097 1.034  0.290
H -2.863 0.367 -0.725  0.300

The energy of each structure relative to the most stable one, in kcal/mol, is as follows: <1> 0.0; <2> 26.9.

<1>
A molecular structure, C4H8O3S, computed with wB97M-V/def2-TZVPD.

Orbital gap (spin up / spin down) = 6.318 / 7.337 eV
E_LUMO (spin up / spin down) = -2.49 / -1.66 eV
HOMO level (spin up / spin down) = -8.809 / -8.999 eV

Each line ends with the Mulliken charge.
Geometry (Å):
C -0.377 -1.902 -0.025  -0.266
C 0.299 1.801 0.496  -0.270
C 0.964 1.517 -0.874  -0.378
C -1.815 -1.609 0.224  -0.974
O 3.145 -0.861 -0.045  -0.455
O 0.103 0.546 1.087  -0.334
O 0.560 0.217 -1.192  -0.251
S 0.733 -0.681 0.160  0.515
H 0.022 -2.859 0.265  0.407
H 0.933 2.420 1.134  0.267
H -0.681 2.279 0.372  0.272
H 0.621 2.193 -1.659  0.307
H 2.056 1.549 -0.788  0.286
H -2.148 -0.808 -0.437  0.280
H -2.407 -2.502 0.029  0.357
H -2.008 -1.301 1.255  0.238

<2>
A single C4H8O3S molecule, computed with wB97M-V/def2-TZVPD.

Orbital gap = 9.065 eV
E_LUMO = 0.47 eV
HOMO level = -8.598 eV

Each line ends with the Mulliken charge.
Geometry (Å):
O -0.742 1.626 -1.425  -0.504
C 0.263 1.229 -0.598  -0.612
C -0.355 0.459 0.505  0.185
C -1.143 -0.792 0.057  -0.642
O -0.325 -1.604 -0.753  -0.482
O 0.619 0.182 1.525  -0.363
C 1.601 -0.693 1.276  -0.070
S 2.732 -1.055 2.375  -0.297
H -0.360 2.095 -2.171  0.323
H 1.010 0.651 -1.154  0.280
H 0.812 2.050 -0.185  0.454
H -1.103 1.118 0.996  0.305
H -2.033 -0.479 -0.563  0.389
H -1.541 -1.296 0.909  0.379
H -0.888 -2.261 -1.186  0.299
H 1.452 -1.230 0.391  0.357

<3>
A single C4H8O3S molecule, computed with wB97M-V/def2-TZVPD.

Orbital gap = 8.394 eV
E_LUMO = 0.25 eV
HOMO level = -8.147 eV

Each line ends with the Mulliken charge.
Geometry (Å):
O -1.223 -1.409 -0.294  -0.492
C -1.212 -0.509 0.836  -0.562
C -1.102 0.894 0.231  -0.341
O -0.154 0.849 -0.818  -0.349
C 1.153 1.018 -0.521  -0.404
C 1.871 -0.371 -0.334  0.271
O 1.215 -1.453 -0.725  -0.586
S 3.421 -0.255 0.308  -0.302
H -2.058 -1.451 -0.766  0.337
H -1.995 -0.545 1.650  0.358
H -0.235 -0.802 1.364  0.299
H -0.780 1.539 1.053  0.344
H -2.105 1.038 -0.222  0.298
H 1.596 1.503 -1.444  0.311
H 1.484 1.387 0.462  0.334
H 0.125 -1.433 -0.780  0.483

The energy of each structure relative to the most stable one, in kcal/mol, is as follows: <1> 160.7; <2> 0.0; <3> 14.9.

<1>
A single C10H12N2O2 molecule, computed with wB97M-V/def2-TZVPD.

Orbital gap = 9.488 eV
E_LUMO = 0.33 eV
HOMO level = -9.163 eV

Each line ends with the Mulliken charge.
Geometry (Å):
O -2.175 -1.299 1.100  -0.465
C -2.765 -0.321 0.772  -0.081
N -2.209 0.724 0.207  -0.127
C -0.741 0.701 -0.301  1.108
O -0.401 1.966 -0.760  -0.498
C -0.562 -0.380 -1.418  -1.254
C 0.905 -0.611 -1.754  -0.834
C 1.456 -1.296 -0.443  -1.462
C 1.324 -0.374 0.798  0.598
C 2.196 -0.441 1.841  -0.402
N 2.040 0.192 3.016  -0.584
C 0.997 0.919 3.139  -0.341
C -0.007 1.042 2.108  -0.665
C 0.163 0.442 0.920  0.340
H -3.875 -0.057 1.034  0.264
H -2.917 1.356 -0.153  0.250
H -1.225 2.419 -1.042  0.421
H -1.134 -0.091 -2.216  0.483
H -1.165 -1.330 -1.110  0.389
H 1.421 0.248 -1.885  0.473
H 1.224 -1.418 -2.441  0.354
H 2.405 -1.592 -0.587  0.639
H 0.878 -2.120 -0.256  0.520
H 3.190 -1.120 1.800  0.206
H 0.844 1.496 4.164  0.238
H -0.921 1.624 2.141  0.426

<2>
A single C10H12N2O2 molecule, computed with wB97M-V/def2-TZVPD.

Orbital gap = 8.206 eV
E_LUMO = 0.52 eV
HOMO level = -7.687 eV

Each line ends with the Mulliken charge.
Geometry (Å):
C 0.552 1.509 1.214  -0.924
C -0.419 1.419 0.286  0.428
C -0.941 2.649 -0.433  -1.340
C -1.029 0.080 0.064  0.979
C -2.435 0.026 -0.077  -0.699
C -3.082 -1.213 -0.090  -0.506
C -2.316 -2.395 -0.157  -0.570
C -0.935 -2.353 -0.117  -0.486
C -0.230 -1.135 -0.016  0.374
N 1.112 -1.174 0.043  -0.154
C 1.982 -0.120 -0.350  -0.453
N 3.235 -0.368 -0.032  0.721
O 3.621 -1.372 0.658  -0.747
O 4.017 0.626 -0.546  -0.455
H 1.200 2.410 1.206  0.195
H 1.048 0.589 1.676  0.453
H -1.906 3.066 -0.066  0.298
H -1.107 2.396 -1.510  0.334
H -0.193 3.394 -0.051  0.359
H -3.003 0.973 0.015  0.235
H -4.213 -1.242 -0.123  0.294
H -2.865 -3.356 -0.130  0.318
H -0.245 -3.214 -0.130  0.335
H 1.533 -2.024 0.442  0.266
H 1.665 0.555 -1.161  0.368
H 4.956 0.273 -0.616  0.377

The energy of each structure relative to the most stable one, in kcal/mol, is as follows: <1> 0.0; <2> 79.6.

<1>
A single C6H5OP molecule, computed with wB97M-V/def2-TZVPD.

Orbital gap (spin up / spin down) = 7.095 / 7.066 eV
E_LUMO (spin up / spin down) = -1.19 / -1.21 eV
HOMO level (spin up / spin down) = -8.287 / -8.275 eV

Each line ends with the Mulliken charge.
Geometry (Å):
C 0.004 1.214 0.259  -0.028
C -1.317 0.842 0.395  -0.559
C -1.777 -0.439 0.175  -0.110
C -0.807 -1.494 0.115  -0.112
C 0.516 -1.410 0.064  -0.174
P 2.093 -0.968 0.208  -0.329
O 2.258 0.746 -0.043  -0.366
C 1.224 1.522 -0.018  0.321
H -2.021 1.580 0.436  0.395
H -2.802 -0.869 0.015  0.300
H -1.279 -2.358 -0.078  0.360
H 2.477 -0.965 -1.203  0.045
H 1.432 2.597 -0.323  0.256

<2>
A single C6H5OP molecule, computed with wB97M-V/def2-TZVPD.

Orbital gap = 7.888 eV
E_LUMO = -0.17 eV
HOMO level = -8.054 eV

Each line ends with the Mulliken charge.
Geometry (Å):
C 0.472 -1.518 -0.461  -0.004
C -0.536 -1.615 0.665  -0.815
C 0.997 -0.380 -1.090  -0.423
C 0.976 0.969 -0.712  0.271
C -1.253 -0.837 1.383  0.831
C 0.160 1.620 0.072  -0.426
O -1.810 -0.192 2.144  -0.318
P -0.587 2.708 1.122  -0.194
H 0.788 -2.503 -0.798  0.306
H -0.966 -2.636 0.725  0.231
H 1.712 -0.457 -1.888  0.281
H 1.706 1.575 -1.383  0.228
H -1.659 3.267 0.220  0.031

The energy of each structure relative to the most stable one, in kcal/mol, is as follows: <1> 47.2; <2> 0.0.

<1>
2 unconnected molecules or ions with the total composition C2H10N2O, computed with wB97M-V/def2-TZVPD.

Orbital gap = 9.444 eV
E_LUMO = 0.99 eV
HOMO level = -8.457 eV

Each line ends with the Mulliken charge.
Geometry (Å):
N -0.781 0.983 -0.138  -0.532
C -0.625 0.826 1.363  -0.360
C 0.675 0.241 1.763  -0.552
N 0.685 -1.148 1.382  -0.551
H -1.783 0.739 -0.419  0.203
H 0.041 0.674 -0.642  0.220
H -1.380 0.107 1.716  0.220
H -0.992 1.757 1.715  0.340
H 1.465 0.683 1.202  0.266
H 0.998 0.391 2.843  0.300
H 1.207 -1.716 2.045  0.229
H -0.242 -1.642 1.534  0.221
O 0.018 -0.643 -3.681  -0.642
H -0.105 -0.305 -4.534  0.308
H 1.012 -0.792 -3.481  0.331

<2>
2 unconnected molecules or ions with the total composition C2H10N2O, computed with wB97M-V/def2-TZVPD.

Orbital gap = 9.392 eV
E_LUMO = 0.76 eV
HOMO level = -8.627 eV

Each line ends with the Mulliken charge.
Geometry (Å):
C 0.384 1.075 -0.851  -0.842
N -0.308 -0.136 -0.550  -0.229
C -0.976 -0.320 0.724  -0.630
N -2.431 -0.194 0.679  -0.623
H 0.445 1.282 -1.912  0.352
H 1.410 1.141 -0.462  0.197
H -0.095 1.975 -0.432  0.312
H -0.018 -0.964 -1.038  0.207
H -0.607 -1.271 1.117  0.368
H -0.582 0.387 1.472  0.344
H -2.786 -1.026 0.217  0.255
H -2.575 0.531 -0.022  0.288
O 2.822 -0.820 0.707  -0.617
H 2.788 -0.077 0.123  0.321
H 2.530 -1.584 0.228  0.298

The energy of each structure relative to the most stable one, in kcal/mol, is as follows: <1> 12.6; <2> 0.0.

<1>
A single C6H15B molecule, computed with wB97M-V/def2-TZVPD.

Orbital gap = 9.908 eV
E_LUMO = 0.68 eV
HOMO level = -9.225 eV

Each line ends with the Mulliken charge.
Geometry (Å):
C 3.155 -0.143 0.034  -1.055
B 1.491 -0.167 0.502  0.468
C -0.272 0.690 0.741  -0.315
C -0.425 2.247 0.410  -1.196
C -1.303 -0.245 -0.109  0.279
C -1.022 -0.360 -1.577  -1.257
C -1.512 -1.705 0.506  -1.551
H 3.560 0.793 0.480  0.276
H 3.259 -0.070 -0.999  0.368
H 3.676 -1.018 0.328  0.292
H 1.316 -1.159 0.943  -0.154
H -0.447 0.560 1.771  0.460
H 0.543 2.859 0.350  0.254
H -1.122 2.556 1.124  0.363
H -0.822 2.305 -0.599  0.300
H -2.320 0.227 -0.019  0.336
H -0.194 -1.058 -1.593  0.297
H -1.909 -0.877 -2.015  0.374
H -0.862 0.661 -2.040  0.291
H -2.430 -2.046 0.032  0.473
H -0.747 -2.390 0.165  0.320
H -1.614 -1.660 1.563  0.376

<2>
2 unconnected molecules or ions with the total composition C6H15B, computed with wB97M-V/def2-TZVPD.

Orbital gap = 8.762 eV
E_LUMO = 0.64 eV
HOMO level = -8.118 eV

Each line ends with the Mulliken charge.
Geometry (Å):
B 0.166 0.133 0.951  0.328
C -2.762 0.386 1.961  -1.195
C 1.491 -0.400 -2.753  -1.184
C 1.560 -0.063 1.914  -1.096
C 0.759 0.598 -0.478  -0.644
C -2.110 -0.065 0.653  -0.609
C 0.785 -0.658 -1.378  -0.224
H 1.938 0.933 2.173  0.338
H -2.311 1.238 2.232  0.345
H -2.722 -0.336 2.636  0.363
H -3.826 0.538 1.627  0.329
H 2.569 -0.228 -2.887  0.305
H 0.995 0.578 -3.186  0.231
H 1.355 -1.213 -3.439  0.370
H 1.420 -0.763 2.884  0.208
H 2.198 -0.694 1.356  0.370
H 1.712 1.161 -0.176  0.212
H 0.200 1.351 -1.182  0.254
H -2.191 -1.162 0.353  0.290
H -2.114 0.517 -0.193  0.405
H -0.243 -1.003 -1.360  0.262
H 1.377 -1.427 -1.026  0.342

The energy of each structure relative to the most stable one, in kcal/mol, is as follows: <1> 0.0; <2> 35.2.